Below is the molecule C28H26Br2F15IN2O7S in a non-equilibrium geometry, with properties calculated with ωB97M-V/def2-TZVPD.

The value obtained for the total energy is -246548.63456 eV. Its structure (SMILES) is C#CC[C@](O[C@](N)(Br)CNC)(C(=O)C(F)(F)C(F)(F)C(F)(F)C(=O)O)[C@@](O[C@](C)(I)C[C@H](C)Br)(c1ccccc1)S(=O)(=O)C(F)(F)C(F)(F)C(F)(F)C(F)(F)F. The molar mass is 1106.3 g/mol. For the LUMO energy, the calculation gives -0.0016 hartree.

Last column: Löwdin charge in e.
CARTESIAN COORDINATES (ANGSTROEM)
C -2.96485 0.21249 -2.75178  0.129
C -2.54722 -0.54201 -1.94925  -0.119
C -2.13092 -1.46766 -0.90877  -0.107
C -1.12720 -1.00126 0.15794  -0.256
O -0.72751 -2.10210 0.93763  -0.101
C -1.52589 -3.15112 1.32713  -0.826
N -1.80128 -4.07930 0.23914  0.063
Br -3.26748 -2.71303 2.14637  0.880
C -0.71585 -3.85978 2.43617  -0.236
N -0.40300 -2.97699 3.56201  -0.091
C -0.82498 -3.57488 4.84279  -0.122
C -1.74160 0.04671 1.15836  -0.215
O -1.40188 0.00781 2.29439  0.179
C -2.85790 1.06856 0.82192  -0.343
F -2.60420 1.85946 -0.24412  0.141
F -3.98260 0.36666 0.55661  0.141
C -3.16363 2.02118 1.99770  -0.368
F -2.03268 2.62076 2.41481  0.166
F -3.72467 1.34394 3.00678  0.179
C -4.14263 3.16449 1.59886  -0.353
F -3.52450 4.06648 0.81095  0.136
F -4.45094 3.80542 2.75578  0.150
C -5.48361 2.71300 0.98203  -0.438
O -6.22112 1.97643 1.52820  0.206
O -5.75444 3.25916 -0.21512  0.152
C 0.24835 -0.48240 -0.47244  -0.265
O 0.39141 -1.28967 -1.59869  -0.135
C 1.20092 -1.14506 -2.73537  -0.729
C 0.28947 -1.25296 -3.95874  -0.124
I 2.34621 -3.06370 -2.87870  0.942
C 2.24511 -0.01252 -2.83673  -0.309
C 2.19496 0.84213 -4.10597  -0.671
C 2.87291 0.20036 -5.32791  -0.124
Br 3.23774 2.47420 -3.64047  0.711
C 0.21217 1.01915 -0.64361  -0.168
C 0.45953 1.87789 0.43177  -0.058
C 0.40591 3.25677 0.28419  -0.048
C 0.10623 3.83286 -0.94836  -0.045
C -0.14527 2.98874 -2.02615  -0.060
C -0.08822 1.61431 -1.86625  -0.052
S 1.61589 -1.00628 0.74946  0.836
O 1.30431 -0.56817 2.07575  -0.255
O 1.94374 -2.38163 0.55511  -0.269
C 3.22501 -0.14710 0.32478  -0.413
F 3.10692 1.13198 -0.06530  0.116
F 3.73231 -0.82893 -0.71747  0.068
C 4.28219 -0.23717 1.48974  -0.355
F 5.44950 -0.62769 0.93990  0.163
F 3.96167 -1.15322 2.41327  0.156
C 4.61188 1.10901 2.20793  -0.339
F 5.20217 1.97170 1.36911  0.174
F 5.52605 0.77532 3.15339  0.154
C 3.46178 1.81619 2.97836  -0.526
F 2.76990 0.94891 3.70680  0.194
F 2.66079 2.48705 2.15059  0.174
F 4.03207 2.71201 3.81208  0.171
H -3.35633 0.92816 -3.42596  0.045
H -1.78398 -2.37720 -1.37763  0.119
H -3.03831 -1.75470 -0.38266  0.090
H -2.71164 -4.49090 0.37812  0.054
H -1.10644 -4.81465 0.23955  0.092
H -1.32615 -4.69631 2.76522  0.105
H 0.18978 -4.23997 1.96609  0.127
H 0.60664 -2.92453 3.60278  0.099
H -0.40786 -2.99413 5.65668  0.078
H -0.50762 -4.61505 4.95051  0.075
H -1.90735 -3.55262 4.88672  0.058
H -4.94691 3.32452 -0.74141  0.121
H -0.46171 -1.99674 -3.71035  0.083
H -0.24862 -0.33045 -4.15232  0.073
H 0.82204 -1.63019 -4.81798  0.053
H 2.23161 0.67241 -2.00322  0.045
H 3.24071 -0.42991 -2.81131  0.061
H 1.21591 1.23644 -4.32917  0.063
H 2.13834 0.06348 -6.11481  0.079
H 3.71591 0.77781 -5.66845  0.046
H 3.23551 -0.78211 -5.04098  0.056
H 0.66528 1.49103 1.41583  0.097
H 0.59647 3.89893 1.12733  0.112
H 0.06053 4.90599 -1.02641  0.108
H -0.38443 3.41093 -2.98856  0.111
H -0.27239 0.99327 -2.72422  0.083